{"formula": "C4H11NO", "method": "ωB97M-V/def2-TZVPD", "smiles": "C/C=C/CN.O", "de_lowest_ev": 2.399, "lumo_ev": 1.1, "gap_ev": 9.888, "symbols": ["C", "C", "C", "C", "N", "H", "H", "H", "H", "H", "H", "H", "H", "H", "O", "H", "H"], "xyz": [[1.59934, -1.01704, -1.46190], [0.75179, -1.29364, -0.32578], [-0.46111, -0.69397, -0.17809], [-1.08541, -0.53637, 1.11684], [-1.03834, 0.89051, 1.51967], [2.40290, -1.77332, -1.57097], [0.87870, -1.20472, -2.27370], [2.08014, -0.06883, -1.48721], [1.14035, -2.15759, 0.30640], [-0.81226, -0.17742, -1.08878], [-2.13201, -0.98469, 0.97449], [-0.55181, -1.06522, 1.97871], [-1.60371, 1.54524, 0.92374], [-1.33670, 1.08079, 2.50082], [-0.28191, 2.74675, -0.41896], [0.33020, 2.23917, -0.99782], [0.11985, 2.47036, 0.48254]], "atomic_forces_ev_per_a": [[0.26, -2.20, -2.06], [-1.26, -0.86, 2.09], [3.50, -0.79, -1.19], [-2.20, -0.52, 1.95], [-1.10, 1.19, 0.44], [-0.41, 0.37, -0.01], [0.81, 0.67, -0.68], [0.03, 0.96, -0.06], [-0.72, 1.73, 0.14], [-0.10, 0.25, 0.83], [0.85, 0.75, 0.91], [-0.67, 0.27, -1.54], [0.68, -1.28, 0.57], [0.24, -0.70, -1.11], [2.03, -0.99, 1.37], [-0.74, 0.56, 0.20], [-1.21, 0.58, -1.84]]}